Record 1
The following is a quantum chemistry calculation of a 2-piece molecular cluster, C3H9NO4 overall at a distorted geometry, from OMol25.

CARTESIAN COORDINATES (ANGSTROEM)
O: -1.66 -1.36 0.17
C: -0.74 -0.70 -0.25
O: -0.79 -0.09 -1.47
N: 0.45 -0.49 0.34
C: 1.52 0.31 -0.23
C: 1.25 1.80 -0.21
O: 2.35 2.54 0.35
H: -1.02 -0.69 -2.19
H: 0.56 -0.61 1.33
H: 1.78 -0.07 -1.23
H: 2.48 0.02 0.21
H: 0.98 2.23 -1.17
H: 0.45 1.99 0.50
H: 3.01 2.70 -0.33
O: -3.80 -2.54 1.68
H: -2.99 -2.03 1.65
H: -3.81 -3.02 0.85

Output
E_HOMO: -0.3777 Eh
Total energy: -475.42895 Eh
Structure (SMILES): O=C(O)NCCO.O
Gap between HOMO and LUMO: 10.69 eV
E_LUMO: 0.41 eV

---

Record 2
The following is a quantum chemistry calculation of C8H32Ag2O12P as an isolated structure at a distorted geometry, from OMol25.

CARTESIAN COORDINATES (ANGSTROEM)
Ag: 0.49 -2.48 -1.00
Ag: 0.04 2.74 0.71
P: -0.01 0.13 -0.05
O: 0.16 1.44 -0.88
O: 1.25 -0.76 -0.03
O: -1.03 -0.81 -0.69
O: -0.37 0.73 1.32
C: 4.61 0.03 -0.33
O: 3.50 0.74 0.18
H: 4.31 -0.85 -0.91
H: 5.27 0.67 -0.92
H: 5.24 -0.38 0.47
H: 2.74 0.15 0.09
C: -0.06 3.00 3.77
O: 0.08 3.88 2.62
H: -0.17 1.98 3.44
H: 0.81 3.11 4.41
H: -0.93 3.28 4.37
H: -0.08 4.77 2.96
C: 2.28 3.23 -3.04
O: 0.93 2.73 -3.09
H: 2.63 3.32 -4.07
H: 2.36 4.18 -2.51
H: 2.95 2.50 -2.58
H: 0.74 2.33 -2.24
C: -3.89 0.42 1.08
O: -3.45 -0.80 0.54
H: -4.45 1.00 0.34
H: -4.48 0.21 1.97
H: -3.06 1.03 1.47
H: -2.60 -0.70 0.08
C: -1.57 -1.31 3.59
O: -0.21 -1.12 3.23
H: -2.06 -0.36 3.85
H: -2.14 -1.80 2.80
H: -1.59 -1.91 4.50
H: -0.17 -0.43 2.55
C: 0.11 -4.17 2.18
O: 0.25 -3.13 1.23
H: -0.02 -5.13 1.68
H: 1.02 -4.27 2.78
H: -0.73 -4.05 2.87
H: 0.29 -2.32 1.78
C: 1.90 -1.22 -3.83
O: 0.73 -1.24 -2.97
H: 2.61 -1.96 -3.47
H: 1.59 -1.45 -4.85
H: 2.38 -0.25 -3.76
H: 0.49 -0.33 -2.76
C: -3.30 -0.93 -3.39
O: -3.12 0.18 -2.54
H: -4.18 -0.78 -4.01
H: -2.41 -1.03 -4.03
H: -3.41 -1.89 -2.86
H: -2.30 0.05 -2.06

Output
Net charge: +1
Multiplicity: 3
E_HOMO (spin up / spin down): -0.4430 / -0.4426 Eh
Total energy: -1861.79686 Eh
Gap between HOMO and LUMO (spin up / spin down): 8.24 / 4.59 eV
E_LUMO (spin up / spin down): -3.81 / -7.46 eV

---

Record 3
The following is a quantum chemistry calculation of one molecule with the formula C5H12OS2 at a distorted geometry, from OMol25.

CARTESIAN COORDINATES (ANGSTROEM)
C: -2.72 1.15 -3.07
C: -1.62 0.53 -2.28
S: -0.71 1.79 -1.35
S: 0.85 0.83 -0.35
C: 0.23 -0.23 1.12
C: 1.39 -1.21 1.46
C: 2.49 -0.48 2.23
O: 2.47 -0.72 3.64
H: -3.11 2.26 -2.67
H: -3.56 0.47 -2.88
H: -2.46 1.24 -4.11
H: -1.79 -0.29 -1.52
H: -0.99 -0.06 -3.01
H: -0.71 -0.70 0.65
H: -0.18 0.46 1.95
H: 1.76 -1.56 0.49
H: 0.94 -2.03 1.97
H: 3.43 -0.90 1.77
H: 2.64 0.63 2.21
H: 1.65 -1.18 3.72

Output
E_HOMO: -0.3199 Eh
Total energy: -1069.25577 Eh
Structure (SMILES): CCSSCCCO
Gap between HOMO and LUMO: 9.49 eV
E_LUMO: 0.79 eV

---

Record 4
The following is a quantum chemistry calculation of an isolated ion of composition C4H8FINO and charge +1 at a distorted geometry, from OMol25.

CARTESIAN COORDINATES (ANGSTROEM)
C: 0.53 1.70 0.47
N: 0.25 1.03 -0.76
C: -0.49 0.07 -1.04
C: -1.29 -0.83 0.05
O: -0.53 -1.99 0.03
C: -2.89 -1.33 0.01
F: -3.10 -2.15 -1.06
I: -4.10 0.52 0.09
H: -0.15 1.28 1.19
H: 1.59 1.62 0.70
H: 0.06 2.66 0.24
H: 0.94 1.24 -1.51
H: -0.62 -0.55 -1.90
H: -1.11 -0.21 0.98
H: -0.67 -2.34 -0.88
H: -3.08 -1.89 1.01

Output
Net charge: +1
E_HOMO: -0.4900 Eh
Total energy: -684.41883 Eh
Structure (SMILES): C/[NH+]=C\[C@H](O)[C@H](F)I
Gap between HOMO and LUMO: 8.56 eV
E_LUMO: -4.77 eV

---

Values for energy above the lowest of the compared OMol25 structures with the same formula, charge and spin, kcal per mole, ordered as above
7.5, 0.0, 40.4, 16.9